{
  "formula": "C5H8",
  "method": "the ωB97M-V functional and the def2-TZVPD basis",
  "smiles": "C=C/C=C\\C",
  "gap_ev": 9.9,
  "homo_energy_ha": -0.319,
  "e_above_lowest_kcal_mol": 23.9,
  "elements": ["C", "C", "C", "C", "C", "H", "H", "H", "H", "H", "H", "H", "H"],
  "xyz": [[-0.15048, 1.57021, 1.46079], [0.55885, 1.24871, 0.17674], [0.45705, 0.15494, -0.57474], [-0.44277, -0.98910, -0.31786], [-0.34868, -2.11946, -1.01445], [0.31487, 1.10183, 2.38659], [-0.18796, 2.73044, 1.64534], [-1.22573, 1.15553, 1.36192], [1.39511, 1.90976, -0.18553], [1.08022, 0.04268, -1.49790], [-1.12869, -0.95817, 0.56971], [0.29158, -2.23748, -1.91771], [-0.98320, -2.93640, -0.74526]],
  "forces_ev_per_angstrom": [[-1.38, 0.81, 0.64], [1.94, 0.59, -0.43], [-0.54, -0.65, -0.64], [0.27, 0.19, 0.70], [0.08, 0.27, -0.72], [-0.43, 0.51, -1.21], [-0.06, -2.30, -0.38], [1.59, 0.88, 0.49], [-1.09, -0.25, 0.69], [-0.50, 0.22, 0.97], [0.70, 0.06, -0.97], [-0.41, 0.18, 0.91], [-0.19, -0.53, -0.04]]
}